{
  "formula": "C3H3N3O3PS2",
  "method": "wB97M-V/def2-TZVPD",
  "symbols": ["C", "C", "C", "N", "N", "N", "O", "O", "O", "P", "S", "S", "H", "H", "H"],
  "xyz": [[0.710, 0.004, -0.305], [-1.268, 1.521, 0.089], [3.017, -1.066, 0.108], [0.009, 1.023, 0.303], [0.091, -0.497, -1.250], [-2.290, 0.549, 0.119], [1.910, -0.122, 0.305], [-1.430, 2.709, -0.131], [2.999, -1.956, -0.647], [-2.167, -1.025, 0.762], [4.153, -0.636, 1.205], [-3.939, -1.720, 0.528], [0.695, 1.506, 0.839], [0.648, -1.302, -1.801], [-3.138, 1.012, -0.123]],
  "homo_ha": [-0.060, -0.131],
  "charge": -1,
  "s2": 2.0099,
  "homo_lumo_gap_ev": [4.0, 2.1],
  "spin_multiplicity": 3,
  "total_energy_ev": -44731.4804
}